A.
The following is a quantum chemistry calculation of a 2-piece molecular cluster, C14H16 overall, from OMol25.

Positions of all 30 atoms, in Å:
C (1.164, 1.431, 3.474)
C (0.092, 1.688, 2.453)
C (0.152, 2.742, 1.552)
C (-0.947, 3.066, 0.754)
C (-2.115, 2.330, 0.833)
C (-2.138, 1.219, 1.667)
C (-1.042, 0.878, 2.442)
H (1.027, 0.476, 3.973)
H (1.170, 2.222, 4.227)
H (2.168, 1.404, 3.034)
H (1.084, 3.281, 1.422)
H (-0.851, 3.919, 0.089)
H (-3.002, 2.659, 0.311)
H (-3.030, 0.606, 1.739)
H (-1.027, -0.023, 3.041)
C (1.507, -3.421, -3.281)
C (0.828, -2.384, -2.437)
C (0.430, -2.616, -1.125)
C (-0.281, -1.665, -0.400)
C (-0.597, -0.453, -1.003)
C (-0.020, -0.111, -2.221)
C (0.676, -1.085, -2.929)
H (0.897, -3.705, -4.138)
H (1.771, -4.311, -2.714)
H (2.437, -3.015, -3.684)
H (0.552, -3.617, -0.725)
H (-0.557, -1.800, 0.641)
H (-1.176, 0.267, -0.442)
H (-0.152, 0.896, -2.603)
H (0.979, -0.875, -3.950)

Values from the calculation:
Orbital gap ... 9.8 eV
HOMO energy ... -8.807 eV
Charge ... 0
SMILES ... Cc1ccccc1.Cc1ccccc1

***

B.
The following is a quantum chemistry calculation of a 2-piece molecular cluster, C14H16 overall, from OMol25.

Positions of all 30 atoms, in Å:
C (-1.935, 2.597, -2.535)
C (-0.827, 1.607, -2.352)
C (0.365, 1.704, -3.069)
C (1.531, 0.862, -2.782)
C (1.238, -0.117, -1.900)
C (0.131, -0.145, -1.089)
C (-0.965, 0.625, -1.302)
H (-1.736, 3.270, -3.459)
H (-1.898, 3.545, -1.920)
H (-2.822, 1.944, -2.577)
H (0.575, 2.452, -3.800)
H (2.369, 1.145, -3.374)
H (1.848, -0.916, -1.540)
H (-0.034, -0.974, -0.328)
H (-1.874, 0.501, -0.729)
C (1.924, 0.106, 2.297)
C (0.838, -0.754, 2.275)
C (-0.533, -0.361, 2.541)
C (-1.576, -1.242, 2.421)
C (-1.344, -2.521, 2.018)
C (0.004, -2.923, 1.875)
C (1.171, -2.138, 2.035)
H (2.128, 0.528, 1.294)
H (2.904, -0.259, 2.655)
H (1.685, 1.139, 2.661)
H (-0.599, 0.675, 2.822)
H (-2.557, -0.886, 2.691)
H (-2.297, -3.075, 1.811)
H (0.121, -3.804, 1.207)
H (2.166, -2.584, 2.151)

Values from the calculation:
Orbital gap ... 9.6 eV
HOMO energy ... -8.670 eV
Charge ... 0
SMILES ... Cc1ccccc1.Cc1ccccc1

***

A has the most favorable energy; the next structure is 0.0980 hartree above.